{
  "formula": "C21H33BaBr2NO5PS3",
  "method": "wB97M-V/def2-TZVPD",
  "homo_ha": [-0.093, -0.093],
  "e_tot_ev": -216618.75049,
  "lumo_ha": [0.13152, 0.12832],
  "s_squared": 0.77,
  "homo_lumo_gap_ev": [6.1, 6.0],
  "e_above_lowest_ev": 3.288,
  "charge": -2,
  "max_force_ev_per_a": 5.28,
  "multiplicity": 2,
  "molar_mass_da": 803.8,
  "symbols": ["Ba", "C", "C", "C", "C", "C", "C", "C", "C", "C", "C", "H", "H", "H", "H", "H", "H", "H", "H", "H", "H", "H", "H", "H", "H", "H", "C", "C", "O", "P", "S", "S", "O", "C", "C", "H", "H", "H", "H", "H", "H", "H", "H", "H", "H", "Br", "C", "Br", "H", "H", "N", "C", "C", "C", "C", "C", "C", "S", "O", "O", "O", "H", "H", "H", "H", "H", "H"],
  "positions_angstrom": [[0.708, 0.145, 2.066], [0.624, -0.662, -2.238], [1.306, 0.517, -2.626], [2.576, 0.456, -2.094], [2.701, -0.800, -1.325], [1.523, -1.472, -1.434], [1.205, -2.860, -0.998], [3.929, -1.269, -0.615], [3.670, 1.446, -2.303], [0.760, 1.615, -3.484], [-0.763, -1.071, -2.564], [0.277, -2.913, -0.429], [1.983, -3.276, -0.361], [1.070, -3.518, -1.865], [4.551, -0.432, -0.291], [4.552, -1.905, -1.254], [3.665, -1.851, 0.271], [4.039, 1.408, -3.334], [4.514, 1.262, -1.639], [3.322, 2.466, -2.114], [1.024, 2.597, -3.080], [-0.328, 1.569, -3.542], [1.145, 1.572, -4.509], [-1.337, -1.281, -1.654], [-0.780, -2.008, -3.129], [-1.301, -0.319, -3.139], [0.073, 6.267, 0.294], [0.037, 5.017, -0.542], [1.101, 4.122, -0.122], [0.825, 2.898, 0.822], [2.645, 1.967, 1.192], [-0.736, 1.721, 0.209], [0.335, 3.563, 2.246], [0.123, 2.591, 3.326], [-0.345, 3.149, 4.627], [-0.704, 6.957, -0.043], [1.039, 6.765, 0.203], [-0.100, 6.032, 1.343], [0.242, 5.208, -1.596], [-0.910, 4.478, -0.478], [1.123, 2.112, 3.394], [-0.609, 1.905, 2.849], [0.380, 3.856, 5.029], [-0.448, 2.311, 5.318], [-1.307, 3.651, 4.509], [1.728, -2.703, 2.523], [1.272, -0.079, 5.658], [-0.707, -0.560, 5.062], [1.646, -1.115, 5.635], [1.652, 0.301, 4.676], [-1.649, -2.290, 1.918], [-2.308, -2.874, 0.828], [-3.476, -2.283, 0.331], [-4.110, -2.792, -0.787], [-3.612, -3.904, -1.451], [-2.468, -4.502, -0.948], [-1.819, -4.000, 0.174], [-4.482, -4.623, -2.844], [-5.495, -5.493, -2.257], [-5.042, -3.472, -3.548], [-3.446, -5.342, -3.580], [-2.270, -1.837, 2.574], [-0.942, -2.841, 2.393], [-3.877, -1.406, 0.829], [-5.001, -2.307, -1.167], [-2.077, -5.376, -1.454], [-0.920, -4.486, 0.537]],
  "forces_ev_per_a": [[-0.085, -5.193, 0.941], [0.060, 0.195, -0.075], [-0.265, -0.074, -0.185], [0.150, -0.175, 0.141], [0.006, 0.039, 0.032], [0.056, -0.047, -0.036], [-0.014, -0.144, 0.092], [0.073, -0.006, 0.009], [-0.062, 0.068, 0.045], [0.029, 0.070, 0.061], [-0.093, -0.032, 0.036], [0.029, 0.078, -0.034], [0.011, 0.022, -0.028], [0.005, 0.027, -0.022], [-0.021, 0.014, 0.039], [0.002, 0.015, -0.021], [0.005, 0.001, -0.013], [-0.001, 0.020, -0.007], [-0.005, 0.001, 0.009], [-0.006, -0.007, -0.025], [-0.007, 0.026, 0.002], [0.004, 0.013, 0.014], [-0.001, 0.001, 0.000], [0.007, 0.014, 0.009], [0.018, -0.005, -0.017], [0.000, 0.003, 0.003], [-0.119, 0.173, 0.048], [0.157, -0.453, -0.103], [-0.085, 0.432, -0.059], [0.325, -0.863, 0.669], [-0.641, 1.875, -0.922], [0.464, 1.622, -0.617], [0.144, 0.315, -0.159], [0.412, 0.097, -1.542], [-0.027, 0.395, -0.093], [0.002, 0.004, 0.008], [0.022, -0.015, -0.008], [-0.003, -0.021, -0.011], [-0.024, 0.094, 0.022], [-0.037, 0.102, 0.051], [-0.530, 0.367, 0.797], [-0.208, 0.603, 1.105], [0.014, -0.018, 0.004], [0.027, 0.020, 0.019], [-0.010, -0.028, 0.012], [0.288, -0.244, 0.055], [-0.086, 0.054, -0.249], [0.053, 0.215, -0.168], [0.002, 0.053, 0.039], [-0.012, 0.047, 0.151], [0.095, 0.425, 0.129], [-0.293, 0.015, -0.142], [0.156, -0.003, 0.064], [-0.144, 0.113, -0.099], [0.006, -0.115, 0.241], [0.081, -0.065, -0.049], [0.005, -0.086, 0.031], [0.008, 0.098, -0.190], [0.034, 0.019, 0.063], [0.064, -0.091, 0.021], [-0.088, 0.067, 0.011], [0.085, -0.101, 0.029], [-0.026, -0.031, -0.132], [0.020, 0.028, -0.008], [-0.016, -0.046, -0.033], [0.006, 0.003, -0.021], [-0.015, 0.018, 0.065]]
}